#a
This record from the Open Molecules 2025 dataset describes 2 unconnected molecules or ions with the total composition C2H8N2O. The level of theory is ωB97M-V with the def2-TZVPD basis set.

Cartesian coordinates (Å):
C1 -0.31889 1.32900 -0.56177
N1 -1.52347 -1.37711 -0.52835
C2 -0.14976 -1.15180 -0.56778
N2 0.42147 0.08817 -0.58113
H1 0.27713 2.27466 -0.76176
H2 -1.00553 1.39956 0.22736
H3 -0.96450 1.33380 -1.44010
H4 -2.01794 -0.70582 -1.09932
H5 -1.83495 -2.36323 -0.53405
H6 0.36707 -2.12884 -0.46832
H7 2.09573 -0.20866 1.57336
H8 2.29362 1.24151 2.37276
O1 2.36002 0.26876 2.36907

Results
- SMILES string: C/N=C\N.O
- Highest occupied orbital energy: -0.33336 hartree
- Frontier orbital gap: 9.8 eV
- LUMO: 0.774 eV

---

#b
This record from the Open Molecules 2025 dataset describes 2 unconnected molecules or ions with the total composition C2H8N2O. The level of theory is ωB97M-V with the def2-TZVPD basis set.

Cartesian coordinates (Å):
C1 -0.35047 -2.10545 0.21435
C2 0.31061 -0.73183 -0.13585
N1 0.33480 2.84412 0.27056
N2 -0.09891 0.35295 -0.92453
O1 -0.55889 1.95190 0.47089
H1 -1.03096 -1.94143 1.07305
H2 -0.93070 -2.60498 -0.58452
H3 0.38730 -2.72156 0.64481
H4 0.45178 -0.29145 0.84670
H5 1.27046 -0.91747 -0.52104
H6 -0.04181 3.41925 -0.63635
H7 1.31668 2.52517 0.46246
H8 -1.05988 0.22078 -1.18052

Results
- Highest occupied orbital energy (alpha / beta): -0.32072 / -0.32675 hartree
- Frontier orbital gap (alpha / beta): 9.3 / 9.5 eV
- LUMO (alpha / beta): 0.601 / 0.616 eV

---

Tell me which of them is the most stable. Sure, it is #a.

---

#a
This record from the Open Molecules 2025 dataset describes 2 unconnected molecules or ions with the total composition C2H8N2O. The level of theory is ωB97M-V with the def2-TZVPD basis set.

Cartesian coordinates (Å):
C1 -3.25236 0.67900 -1.20039
C2 2.95974 -0.92758 1.32238
N1 3.96230 -1.81586 1.35712
N2 -2.55487 1.87506 -0.73126
O1 5.07860 -1.74653 1.90468
H1 -2.66282 -0.22990 -1.16259
H2 -4.10589 0.49981 -0.51627
H3 -3.66659 0.86036 -2.21774
H4 3.09146 -0.18361 2.12574
H5 2.13137 -0.94580 0.65728
H6 3.94568 -2.64752 0.68088
H7 -1.68807 1.91726 -1.23598
H8 -3.23856 2.66532 -0.98384

Results
- SMILES string: C=[NH+][O-].CN
- Highest occupied orbital energy: -0.33076 hartree
- Frontier orbital gap: 9.7 eV
- LUMO: 0.698 eV

---

#b
This record from the Open Molecules 2025 dataset describes 2 unconnected molecules or ions with the total composition C2H8N2O. The level of theory is ωB97M-V with the def2-TZVPD basis set.

Cartesian coordinates (Å):
C1 0.71564 -1.43222 -0.49682
N1 -0.02339 -0.20008 -0.54938
C2 -1.37590 -0.37686 -0.87884
N2 -2.38505 0.11218 -0.31071
H1 0.83155 -1.87555 -1.47643
H2 1.71894 -1.25897 -0.10394
H3 0.31470 -2.17726 0.20384
H4 -0.07418 0.41953 0.25099
H5 -1.52449 -1.19113 -1.59153
H6 -2.31000 1.00337 0.16632
H7 2.89829 2.14871 1.78879
H8 2.08016 0.97378 2.26562
O1 2.12047 1.62015 1.55205

Results
- SMILES string: [H]/N=C\NC.O
- Highest occupied orbital energy: -0.32142 hartree
- Frontier orbital gap: 9.4 eV
- LUMO: 0.615 eV

---

#c
This record from the Open Molecules 2025 dataset describes 2 unconnected molecules or ions with the total composition C2H8N2O. The level of theory is ωB97M-V with the def2-TZVPD basis set.

Cartesian coordinates (Å):
C1 -0.70190 1.40165 0.39897
C2 -0.51581 1.14904 1.69146
N1 0.85044 1.02874 2.28555
N2 0.11181 0.89113 -0.59821
H1 -1.72470 1.65897 0.11251
H2 -1.40336 0.72000 2.24783
H3 1.55985 1.20095 1.51733
H4 1.02222 1.88609 2.80849
H5 1.10445 1.01770 -0.26223
H6 0.19272 1.51092 -1.42057
H7 0.04296 -4.02825 -2.18134
H8 0.75544 -3.41467 -3.29280
O1 -0.12239 -3.66186 -2.98539

Results
- SMILES string: N/C=C\N.O
- Highest occupied orbital energy: -0.29179 hartree
- Frontier orbital gap: 8.8 eV
- LUMO: 0.821 eV

---

Tell me which of them is the most stable. Sure, it is #b.

---

#a
This record from the Open Molecules 2025 dataset describes 2 unconnected molecules or ions with the total composition CH3O3. The level of theory is ωB97M-V with the def2-TZVPD basis set.

Cartesian coordinates (Å):
O1 -2.44649 -0.22463 0.69784
H1 -2.28676 0.10345 1.61168
H2 -1.60905 -0.03623 0.21674
O2 0.55601 0.62895 -0.70857
O3 2.69404 0.63508 -0.42549
C1 1.60094 -0.00035 -0.63994
H3 1.49131 -1.10627 -0.75226

Results
- Highest occupied orbital energy: -0.13662 hartree
- Charge: -1
- Frontier orbital gap: 7.9 eV
- LUMO: 4.164 eV

---

#b
This record from the Open Molecules 2025 dataset describes 2 unconnected molecules or ions with the total composition CH3O3. The level of theory is ωB97M-V with the def2-TZVPD basis set.

Cartesian coordinates (Å):
O1 1.07377 -0.02851 -0.72665
C1 -0.09377 -0.24260 -1.13545
O2 -1.15660 -0.15679 -0.48720
H1 -0.13060 -0.62669 -2.18696
H2 0.77565 0.52121 1.33967
H3 -0.50421 0.09006 1.22407
O3 0.03576 0.44332 1.97251

Results
- Highest occupied orbital energy: -0.16856 hartree
- Charge: -1
- Frontier orbital gap: 9.3 eV
- LUMO: 4.712 eV

---

Tell me which of them is the most stable. Sure, it is #b.